[1]
Formula: C5H4N2OS
Source: the Open Molecules 2025 dataset
Level of theory: wB97M-V/def2-TZVPD

Orbital gap (spin up / spin down) (eV): 6.8 / 8.2
Energy (eV): -21107.243

```
! RIJCOSX wB97M-V def2-TZVPD def2/J DEFGRID3
* xyz 0 3
C -1.91 1.75 0.00
C -1.39 -0.60 0.12
C -0.29 0.38 -0.09
C -0.27 -1.62 -0.14
C 2.11 -0.28 0.07
N -0.65 1.63 -0.07
N 0.71 -0.54 -0.40
O -0.13 -2.80 -0.23
S -2.82 0.31 0.12
H -2.37 2.61 0.08
H 2.20 -0.69 1.08
H 2.73 -0.89 -0.49
H 2.08 0.74 -0.06
*
```

[2]
Formula: C52H46N4NaO5S
Source: the Open Molecules 2025 dataset
Level of theory: wB97M-V/def2-TZVPD

Orbital gap (spin up / spin down) (eV): 5.1 / 5.2
Energy (eV): -86120.543

```
! RIJCOSX wB97M-V def2-TZVPD def2/J DEFGRID3
* xyz -1 1
Na -0.10 -0.64 0.00
C 2.08 2.53 8.64
O 2.81 1.46 8.09
C 2.42 1.02 6.85
C 1.25 1.41 6.22
C 0.95 0.88 4.97
C 1.79 -0.02 4.33
C 2.96 -0.40 4.98
C 3.28 0.11 6.23
C 1.43 -0.54 2.98
C 2.20 -0.06 1.89
C 3.32 0.86 2.02
C 3.74 1.12 0.75
C 2.88 0.38 -0.14
N 1.97 -0.32 0.59
C 2.92 0.41 -1.55
C 1.92 -0.09 -2.40
C 2.10 -0.36 -3.81
C 0.90 -0.78 -4.28
C -0.01 -0.77 -3.15
C -1.39 -1.20 -3.17
C -2.27 -0.79 -4.28
C -3.67 -0.80 -4.13
C -4.53 -0.34 -5.11
C -4.03 0.18 -6.30
O -4.96 0.63 -7.20
C -4.46 1.28 -8.34
C -2.66 0.25 -6.47
C -1.80 -0.21 -5.48
C -1.93 -2.00 -2.13
N -1.51 -2.01 -0.85
C -2.25 -2.92 -0.18
C -2.24 -3.15 1.21
C -3.38 -3.93 1.77
C -4.67 -3.42 1.65
C -5.77 -4.09 2.18
C -5.58 -5.29 2.84
O -6.59 -6.03 3.41
C -7.88 -5.46 3.40
C -4.30 -5.82 2.96
C -3.22 -5.15 2.43
C -1.32 -2.60 2.12
C -1.42 -2.67 3.58
C -0.40 -1.92 4.07
C 0.32 -1.40 2.91
N -0.25 -1.86 1.78
C -3.15 -3.59 -1.11
C -2.96 -3.01 -2.32
N 0.64 -0.37 -2.04
C 4.10 1.05 -2.18
C 5.40 0.68 -1.85
C 6.50 1.31 -2.41
C 6.31 2.35 -3.32
O 7.45 2.94 -3.80
C 7.29 4.09 -4.58
C 5.03 2.71 -3.69
C 3.94 2.06 -3.13
H 2.58 2.80 9.57
H 1.05 2.26 8.86
H 2.08 3.40 7.97
H 0.57 2.11 6.68
H 0.03 1.18 4.47
H 3.63 -1.10 4.50
H 4.18 -0.18 6.75
H 3.72 1.25 2.94
H 4.55 1.77 0.46
H 3.04 -0.30 -4.34
H 0.69 -1.18 -5.26
H -4.09 -1.13 -3.19
H -5.60 -0.36 -4.96
H -5.33 1.62 -8.91
H -3.86 0.61 -8.97
H -3.85 2.15 -8.08
H -2.23 0.68 -7.36
H -0.74 -0.11 -5.65
H -4.82 -2.49 1.13
H -6.76 -3.65 2.08
H -8.52 -6.15 3.95
H -8.27 -5.34 2.38
H -7.89 -4.48 3.90
H -4.18 -6.77 3.48
H -2.22 -5.56 2.52
H -2.16 -3.22 4.14
H -0.16 -1.74 5.10
H -3.80 -4.42 -0.86
H -3.40 -3.29 -3.26
H 5.55 -0.13 -1.14
H 7.50 1.01 -2.15
H 8.29 4.50 -4.74
H 6.67 4.84 -4.08
H 6.84 3.87 -5.56
H 4.86 3.50 -4.42
H 2.94 2.35 -3.42
C 1.19 3.97 2.55
C -0.06 3.51 1.81
S 0.35 2.10 0.69
O -0.85 1.23 0.71
C 0.25 3.00 -0.90
C 1.34 4.05 -1.03
H 0.94 4.63 3.39
H 1.87 4.49 1.88
H 1.72 3.10 2.96
H -0.53 4.32 1.25
H -0.80 3.07 2.49
H -0.76 3.40 -0.97
H 0.37 2.20 -1.63
H 1.13 4.93 -0.41
H 1.44 4.38 -2.06
H 2.30 3.63 -0.71
*
```

[3]
Formula: C48H34AlBrF5GeN3O8S
Source: the Open Molecules 2025 dataset
Level of theory: wB97M-V/def2-TZVPD

Orbital gap (eV): 7.0
Energy (eV): -228759.901

```
! RIJCOSX wB97M-V def2-TZVPD def2/J DEFGRID3
* xyz 0 1
Al 1.41 -0.22 0.18
F 0.11 -1.27 7.17
C 0.09 -1.36 5.84
C 1.06 -0.72 5.08
F 2.02 -0.01 5.68
C 1.04 -0.82 3.71
F 1.99 -0.18 3.01
C 0.07 -1.54 3.02
S 0.02 -1.72 1.29
C -0.90 -2.18 3.81
F -1.87 -2.88 3.22
C -0.89 -2.09 5.19
F -1.83 -2.70 5.90
C 5.24 -2.11 1.51
O 4.33 -1.05 1.21
C 4.88 0.16 1.00
C 6.23 0.41 1.06
C 6.69 1.72 0.92
Br 8.55 2.05 1.08
C 5.84 2.76 0.70
C 4.45 2.52 0.59
C 3.95 1.21 0.73
O 2.67 0.94 0.63
C 3.56 3.62 0.32
N 2.23 3.59 0.33
C 1.72 4.84 0.03
C 0.42 5.32 -0.08
C 0.27 6.65 -0.40
C 1.37 7.48 -0.61
C 2.67 7.02 -0.49
C 2.82 5.68 -0.16
N 3.94 4.88 0.03
H 5.81 -2.39 0.63
H 4.63 -2.94 1.83
H 5.91 -1.82 2.33
H 6.95 -0.38 1.23
H 6.24 3.76 0.63
H 1.72 2.71 0.44
H -0.42 4.66 0.08
H -0.73 7.06 -0.51
H 1.20 8.52 -0.88
H 3.51 7.67 -0.65
H 4.90 5.19 -0.05
O 2.77 -1.70 -3.07
C 2.35 -2.08 -2.00
O 1.92 -1.27 -1.07
C 2.29 -3.56 -1.70
C 2.06 -4.05 -0.42
C 2.11 -5.41 -0.17
C 2.38 -6.28 -1.22
C 2.57 -5.81 -2.51
C 2.53 -4.45 -2.75
N 2.50 -7.71 -0.96
O 2.53 -8.46 -1.91
O 2.56 -8.06 0.21
H 1.85 -3.37 0.38
H 1.94 -5.82 0.82
H 2.75 -6.52 -3.31
H 2.69 -4.05 -3.74
O -0.69 2.64 -1.23
C -0.70 1.90 -0.27
O 0.20 0.97 -0.07
C -1.74 1.99 0.83
C -2.58 0.71 0.96
Ge -3.57 0.16 -0.68
C -4.72 -1.33 -0.09
C -4.81 -1.67 1.26
C -5.59 -2.74 1.67
C -6.30 -3.49 0.73
C -6.21 -3.16 -0.61
C -5.43 -2.09 -1.02
C -4.63 1.68 -1.36
C -4.01 2.86 -1.79
C -4.77 3.93 -2.23
C -6.15 3.85 -2.25
C -6.78 2.69 -1.84
C -6.02 1.61 -1.40
C -2.23 -0.50 -1.95
C -1.63 -1.73 -1.69
C -0.59 -2.19 -2.47
C -0.12 -1.42 -3.53
C -0.72 -0.20 -3.81
C -1.78 0.25 -3.03
H -2.39 2.84 0.62
H -1.21 2.16 1.78
H -3.29 0.86 1.78
H -1.93 -0.12 1.23
H -4.26 -1.10 2.00
H -5.65 -3.00 2.72
H -6.90 -4.33 1.05
H -6.76 -3.74 -1.35
H -5.37 -1.84 -2.07
H -2.93 2.94 -1.79
H -4.27 4.84 -2.56
H -6.74 4.70 -2.59
H -7.86 2.62 -1.86
H -6.52 0.70 -1.07
H -1.99 -2.33 -0.86
H -0.14 -3.16 -2.26
H 0.71 -1.77 -4.13
H -0.37 0.40 -4.64
H -2.24 1.20 -3.26
*
```

[4]
Formula: C68H158N10O14
Source: the Open Molecules 2025 dataset
Level of theory: wB97M-V/def2-TZVPD

Orbital gap (eV): 8.4
Energy (eV): -116624.537

```
! RIJCOSX wB97M-V def2-TZVPD def2/J DEFGRID3
* xyz 0 1
C 8.29 -0.43 -0.06
C 7.22 0.45 0.64
C 7.23 0.45 2.23
O 7.33 -0.78 2.83
C 6.30 -1.74 2.71
N 7.38 1.73 -0.02
H 8.48 -0.39 -1.13
H 7.90 -1.45 -0.02
H 9.25 -0.35 0.45
H 6.21 0.14 0.36
H 6.30 0.97 2.48
H 7.98 1.12 2.67
H 5.58 -1.45 1.95
H 5.85 -1.92 3.69
H 6.83 -2.64 2.40
H 7.52 1.60 -1.02
H 8.24 2.17 0.29
C 3.56 8.19 -3.60
C 2.91 7.32 -2.54
C 3.69 5.99 -2.26
O 3.64 5.10 -3.31
C 4.12 3.76 -3.03
N 2.87 8.13 -1.37
H 4.65 8.23 -3.54
H 3.26 9.24 -3.70
H 3.41 7.84 -4.62
H 1.88 7.09 -2.82
H 3.10 5.48 -1.50
H 4.61 6.19 -1.70
H 3.45 3.01 -3.45
H 4.41 3.48 -2.01
H 4.95 3.79 -3.74
H 2.31 8.96 -1.50
H 2.43 7.56 -0.65
C -3.48 -1.25 11.71
O -2.46 -1.22 10.74
C -2.75 -0.35 9.65
C -1.45 -0.47 8.83
N -1.51 0.54 7.70
C -2.49 0.08 6.73
C -2.84 1.17 5.68
O -3.52 2.27 6.27
C -4.96 2.22 6.37
H -3.38 -1.95 12.53
H -4.50 -1.47 11.39
H -3.49 -0.31 12.26
H -2.83 0.65 10.05
H -3.64 -0.65 9.10
H -1.28 -1.48 8.45
H -0.68 -0.22 9.57
H -1.48 1.52 7.96
H -3.44 -0.25 7.14
H -2.15 -0.79 6.16
H -3.39 0.78 4.83
H -1.96 1.64 5.24
H -5.22 2.81 7.25
H -5.33 1.21 6.52
H -5.39 2.63 5.45
C -5.43 -1.67 -1.26
O -5.97 -2.85 -1.81
C -6.66 -2.70 -3.04
C -5.75 -2.01 -4.09
N -6.51 -2.28 -5.37
C -5.88 -1.87 -6.60
C -6.04 -0.34 -6.85
O -5.48 0.57 -5.85
C -6.05 1.83 -5.87
H -5.19 -1.89 -0.21
H -6.17 -0.87 -1.27
H -4.52 -1.34 -1.76
H -7.49 -2.04 -2.77
H -7.12 -3.64 -3.33
H -4.87 -2.66 -4.13
H -5.38 -1.02 -3.86
H -6.61 -3.26 -5.58
H -6.27 -2.45 -7.43
H -4.82 -2.10 -6.46
H -7.12 -0.25 -6.99
H -5.55 -0.07 -7.78
H -6.91 1.94 -5.20
H -6.25 2.31 -6.83
H -5.25 2.49 -5.54
C 1.12 -10.52 1.69
O 1.98 -9.48 1.21
C 1.40 -8.20 1.51
C 0.63 -7.67 0.25
N 0.06 -6.34 0.46
C 1.00 -5.26 0.76
C 1.97 -4.88 -0.32
O 3.10 -5.71 -0.21
C 3.60 -6.27 -1.44
H 1.45 -11.55 1.53
H 0.12 -10.61 1.27
H 1.15 -10.53 2.78
H 2.11 -7.42 1.78
H 0.70 -8.16 2.35
H -0.22 -8.32 0.02
H 1.20 -7.62 -0.67
H -0.69 -6.22 -0.20
H 1.56 -5.48 1.67
H 0.56 -4.31 1.07
H 2.16 -3.82 -0.50
H 1.56 -5.13 -1.30
H 2.90 -6.72 -2.14
H 4.42 -6.96 -1.21
H 4.09 -5.60 -2.14
C 2.19 -5.56 -6.70
O 2.73 -5.83 -5.41
C 4.12 -6.12 -5.16
C 4.82 -4.80 -5.27
N 4.65 -4.10 -4.03
C 5.75 -3.20 -3.67
C 5.27 -2.11 -2.70
O 4.70 -1.11 -3.45
C 4.87 0.13 -2.76
H 2.64 -4.74 -7.26
H 1.13 -5.33 -6.76
H 2.49 -6.43 -7.30
H 4.38 -6.97 -5.80
H 4.22 -6.71 -4.25
H 4.49 -4.32 -6.19
H 5.88 -5.03 -5.38
H 3.80 -3.56 -4.02
H 6.07 -2.67 -4.56
H 6.61 -3.76 -3.30
H 6.18 -1.86 -2.15
H 4.61 -2.57 -1.96
H 5.95 0.15 -2.61
H 4.35 0.09 -1.81
H 4.67 1.00 -3.38
C 3.94 0.96 5.03
C 3.46 1.60 6.35
C 4.54 2.68 6.64
C 4.35 4.03 5.87
C 2.90 4.53 6.07
C 1.81 3.47 5.65
N 2.13 2.20 6.28
O 1.21 1.22 5.99
C 0.43 3.99 6.15
C 1.83 3.48 4.03
C 3.52 0.56 7.54
H 4.14 1.71 4.27
H 3.25 0.35 4.44
H 4.85 0.37 5.17
H 4.69 2.85 7.71
H 5.51 2.32 6.30
H 4.55 3.97 4.80
H 4.96 4.75 6.41
H 2.94 5.44 5.48
H 2.87 4.68 7.15
H 0.42 4.23 7.21
H 0.23 4.86 5.52
H -0.40 3.31 5.94
H 1.10 2.77 3.66
H 1.64 4.51 3.71
H 2.80 3.19 3.62
H 3.02 0.86 8.45
H 4.58 0.33 7.71
H 2.96 -0.33 7.27
H 0.67 1.15 6.78
C -1.95 -0.12 -4.59
C -0.91 -0.98 -5.49
C -1.30 -0.79 -6.97
C -0.19 -0.99 -8.09
C 1.01 -0.17 -7.60
C 1.54 -0.55 -6.17
N 0.47 -0.48 -5.15
O 0.89 -0.82 -3.80
C 2.21 -1.90 -6.28
C 2.54 0.55 -5.81
C -1.08 -2.48 -5.16
H -2.98 0.07 -4.91
H -1.51 0.87 -4.66
H -1.91 -0.32 -3.51
H -2.04 -1.45 -7.42
H -1.79 0.17 -7.10
H -0.49 -0.68 -9.09
H 0.14 -2.01 -8.26
H 0.56 0.82 -7.62
H 1.82 -0.26 -8.33
H 2.54 -2.11 -5.26
H 1.63 -2.78 -6.57
H 3.19 -1.92 -6.75
H 2.09 1.52 -5.57
H 3.28 0.36 -5.03
H 3.15 0.65 -6.70
H -1.24 -2.63 -4.10
H -0.14 -3.02 -5.26
H -1.75 -3.08 -5.78
H 1.16 0.07 -3.57
C 1.75 -0.87 -0.09
C 1.50 0.58 0.34
C 1.57 1.48 -0.89
C 0.16 1.50 -1.53
C -1.06 1.84 -0.66
C -1.06 0.88 0.56
N 0.29 0.78 1.18
O 0.33 0.01 2.34
C -2.11 1.43 1.51
C -1.50 -0.60 0.07
C 2.72 1.07 1.10
H 1.56 -1.57 0.73
H 2.77 -1.10 -0.40
H 1.17 -1.11 -0.98
H 1.80 2.53 -0.71
H 2.29 1.14 -1.64
H 0.03 0.58 -2.09
H 0.15 2.36 -2.20
H -1.97 1.69 -1.24
H -1.18 2.87 -0.32
H -2.26 2.49 1.31
H -3.04 0.89 1.31
H -1.98 1.30 2.59
H -2.59 -0.71 0.13
H -1.37 -0.59 -1.01
H -1.09 -1.44 0.63
H 2.33 1.89 1.70
H 3.67 1.33 0.63
H 2.93 0.34 1.88
H 0.91 0.54 2.88
C -5.74 2.01 -0.47
C -6.01 3.38 0.19
C -7.14 4.15 -0.56
C -8.52 3.76 -0.26
C -8.79 3.74 1.27
C -7.73 2.86 2.10
N -6.34 3.13 1.64
O -5.38 2.47 2.43
C -7.97 3.17 3.58
C -8.25 1.44 1.97
C -4.73 4.24 0.26
H -6.65 1.41 -0.54
H -5.03 1.42 0.11
H -5.34 2.05 -1.49
H -6.98 5.20 -0.33
H -6.92 4.06 -1.63
H -8.64 2.76 -0.68
H -9.18 4.52 -0.69
H -9.83 3.43 1.33
H -8.76 4.79 1.59
H -7.31 2.50 4.14
H -7.69 4.20 3.77
H -9.00 2.95 3.85
H -9.29 1.31 2.28
H -8.24 1.02 0.96
H -7.70 0.81 2.67
H -4.43 4.67 -0.69
H -3.89 3.60 0.53
H -4.85 5.14 0.86
H -4.93 3.16 2.92
*
```

[5]
Formula: C5H7N2
Source: the Open Molecules 2025 dataset
Level of theory: wB97M-V/def2-TZVPD

Orbital gap (spin up / spin down) (eV): 7.8 / 7.8
Energy (eV): -8264.303

```
! RIJCOSX wB97M-V def2-TZVPD def2/J DEFGRID3
* xyz 1 1
C 0.01 1.85 0.00
C 1.12 1.18 -0.01
C -1.37 -0.09 0.13
C -2.67 -0.14 -0.03
C 2.12 -1.05 0.05
N -0.18 -0.82 0.00
N 1.06 -0.27 0.00
H -0.78 2.58 0.05
H 2.10 1.78 -0.02
H -3.25 -0.92 -0.33
H -3.28 0.75 0.19
H 2.00 -2.07 0.07
H 3.22 -0.89 0.07
H -0.10 -1.88 -0.16
*
```

[6]
Formula: C2H7S2
Source: the Open Molecules 2025 dataset
Level of theory: wB97M-V/def2-TZVPD

Orbital gap (eV): 5.3
Energy (eV): -23857.477

```
! RIJCOSX wB97M-V def2-TZVPD def2/J DEFGRID3
* xyz -1 1
C 1.94 -0.79 -1.06
S 0.99 0.31 -2.24
H 1.99 -1.74 -1.53
H 1.59 -0.64 -0.02
H 3.04 -0.45 -1.03
H 0.54 1.31 -1.43
C -1.68 0.87 1.07
S -1.24 -0.48 2.31
H -2.32 0.71 0.24
H -0.59 1.16 0.82
H -1.85 1.90 1.68
*
```